# 1
{
  "formula": "C6H13N2O",
  "method": "wB97M-V/def2-TZVPD",
  "multiplicity": 1,
  "lumo_energy_ev": -2.816,
  "e_homo_ev": -14.794,
  "charge": 1,
  "gap_ev": 11.98,
  "energy_ev": -11452.9344,
  "e_above_lowest_kcal_mol": 41.0,
  "symbols": ["C", "C", "C", "C", "C", "C", "N", "N", "O", "H", "H", "H", "H", "H", "H", "H", "H", "H", "H", "H", "H", "H"],
  "positions_angstrom": [[-0.9907, -3.0969, 2.2228], [0.9115, -1.2751, -0.9586], [1.8318, -0.1093, -0.7234], [-0.3648, -0.5332, -0.9502], [1.0899, 0.8258, 0.2697], [-1.3911, 1.2702, 0.4155], [-1.6740, -2.1585, 1.9661], [-0.3138, 0.2890, 0.3120], [-0.1680, -3.8646, 2.2745], [1.0732, -1.8578, -1.7798], [1.0908, -1.8742, -0.0382], [2.7788, -0.3904, -0.2958], [2.0588, 0.5270, -1.5545], [-0.4739, 0.2246, -1.8785], [-1.2778, -1.0858, -0.9122], [1.4784, 0.4646, 1.1517], [1.0550, 1.9738, 0.2190], [-2.3087, 0.6695, 0.4459], [-1.3627, 1.6406, 1.4589], [-1.3549, 2.0447, -0.3176], [-0.3571, -0.5557, 0.8870], [-2.6631, -1.9413, 2.2857]],
  "lowdin_charge": [-0.438, -0.134, -0.150, -0.142, -0.067, 0.010, 0.163, -0.163, 0.231, 0.106, 0.143, 0.122, 0.115, 0.201, 0.120, 0.099, 0.175, 0.110, 0.123, 0.107, 0.130, 0.140]
}



# 2
{
  "formula": "C39H58BBaN12S3Si2",
  "method": "wB97M-V/def2-TZVPD",
  "multiplicity": 1,
  "lumo_energy_ev": 1.068,
  "e_homo_ev": -2.473,
  "charge": -1,
  "gap_ev": 3.54,
  "energy_ev": -108905.1397,
  "e_above_lowest_kcal_mol": 36.9,
  "symbols": ["Ba", "C", "C", "C", "C", "N", "C", "C", "N", "B", "N", "C", "C", "N", "C", "S", "C", "C", "C", "C", "N", "C", "C", "N", "C", "S", "C", "C", "C", "C", "C", "S", "H", "H", "H", "H", "H", "H", "H", "H", "H", "H", "H", "H", "H", "H", "H", "H", "H", "H", "H", "H", "H", "H", "H", "H", "H", "H", "H", "H", "H", "H", "H", "H", "H", "H", "N", "C", "N", "C", "N", "N", "C", "N", "C", "C", "C", "C", "C", "N", "H", "H", "H", "H", "H", "H", "H", "H", "C", "Si", "C", "C", "C", "C", "C", "C", "C", "Si", "C", "C", "H", "H", "H", "H", "H", "H", "H", "H", "H", "H", "H", "H", "H", "H", "H", "H"],
  "positions_angstrom": [[0.0395, -0.8933, 0.4232], [-0.8632, 0.9126, -6.3365], [-1.3504, 1.0121, -4.8900], [-2.7741, 1.5790, -4.8992], [-1.3035, -0.3873, -4.2667], [-0.4612, 1.9013, -4.1260], [0.6832, 2.4906, -4.6284], [1.2661, 3.1661, -3.6241], [0.5115, 3.0067, -2.4874], [1.0083, 3.6145, -1.1613], [-0.1857, 3.8925, -0.2161], [-1.1545, 4.7493, -0.6766], [-2.1297, 4.8353, 0.2431], [-1.7741, 4.0274, 1.3035], [-0.5671, 3.4452, 1.0031], [0.3166, 2.4266, 2.0123], [-2.5893, 3.8295, 2.5135], [-1.8054, 4.2883, 3.7484], [-2.9891, 2.3548, 2.6232], [-3.8614, 4.6722, 2.4121], [2.1532, 2.7945, -0.5037], [2.8693, 3.4050, 0.4966], [3.9476, 2.6589, 0.7725], [3.9246, 1.5481, -0.0594], [2.7978, 1.6489, -0.8507], [2.2738, 0.5721, -2.0313], [5.1266, 0.6945, -0.1274], [4.9850, -0.5397, -1.0117], [5.4751, 0.2202, 1.2886], [6.2692, 1.5642, -0.6807], [-0.5527, 2.2201, -2.7920], [-1.8027, 1.7926, -1.7508], [-1.5512, 0.2741, -6.8875], [0.1281, 0.4637, -6.3870], [-0.8455, 1.8877, -6.8228], [-3.4367, 0.9219, -5.4613], [-2.7805, 2.5663, -5.3635], [-3.1442, 1.6686, -3.8819], [-1.8773, -1.0854, -4.8743], [-1.7183, -0.3682, -3.2607], [-0.2667, -0.7228, -4.2141], [1.0070, 2.3763, -5.6425], [2.1752, 3.7363, -3.6152], [1.4856, 4.6926, -1.4382], [-1.0792, 5.2078, -1.6439], [-3.0436, 5.3906, 0.2044], [-0.8955, 3.7052, 3.8476], [-2.4125, 4.1535, 4.6420], [-1.5367, 5.3416, 3.6590], [-2.1166, 1.7277, 2.7824], [-3.4788, 2.0260, 1.7060], [-3.6743, 2.2178, 3.4583], [-3.6249, 5.7312, 2.3116], [-4.4384, 4.5374, 3.3244], [-4.4806, 4.3551, 1.5741], [2.5348, 4.3245, 0.9361], [4.7199, 2.8274, 1.4960], [4.1978, -1.1979, -0.6516], [5.9311, -1.0832, -0.9938], [4.7510, -0.2675, -2.0341], [4.6422, -0.3285, 1.7243], [5.7300, 1.0442, 1.9538], [6.3326, -0.4492, 1.2400], [6.0173, 1.9075, -1.6847], [7.1892, 0.9833, -0.7269], [6.4435, 2.4341, -0.0487], [0.7673, -2.9644, -2.5511], [1.6078, -3.3916, -1.5906], [2.3381, -4.4745, -1.8877], [3.1862, -4.8306, -0.9231], [3.9898, -5.9062, -1.1917], [3.3453, -4.2301, 0.2444], [2.5568, -3.1620, 0.4550], [1.6478, -2.7235, -0.4383], [2.7098, -2.4649, 1.7057], [3.6210, -2.9384, 2.6669], [3.7764, -2.2558, 3.8465], [3.0367, -1.0876, 4.0511], [2.1566, -0.6965, 3.0606], [1.9729, -1.3559, 1.9279], [0.6513, -3.5527, -3.3560], [0.0688, -2.2719, -2.3298], [3.6678, -6.4891, -1.9455], [4.3641, -6.3685, -0.3804], [4.1672, -3.8383, 2.4364], [4.4614, -2.6085, 4.6068], [3.1257, -0.5188, 4.9640], [1.5550, 0.1993, 3.1811], [-4.3334, -1.0085, -1.3456], [-2.9244, -2.0985, -0.5951], [-2.8503, -3.5572, -1.8815], [-3.7928, -2.8733, 0.9608], [-5.0174, -3.5157, 0.7588], [-5.7394, -4.0832, 1.7960], [-5.2361, -4.0180, 3.0853], [-4.0266, -3.3824, 3.3048], [-3.2866, -2.8039, 2.2686], [-1.6377, -1.9201, 2.7666], [-0.5569, -3.3562, 3.4703], [-2.1444, -0.9567, 4.3688], [-5.2594, -1.5610, -1.5244], [-4.0237, -0.5682, -2.2925], [-4.5599, -0.1833, -0.6716], [-3.8011, -4.0883, -1.9797], [-2.0940, -4.2901, -1.5956], [-2.5874, -3.1788, -2.8715], [-5.4258, -3.5754, -0.2442], [-6.6893, -4.5700, 1.6021], [-5.7850, -4.4580, 3.9119], [-3.6473, -3.3301, 4.3202], [-1.0908, -4.0049, 4.1708], [0.3134, -2.9506, 3.9906], [-0.1893, -3.9816, 2.6541], [-2.1858, -1.5986, 5.2525], [-3.1280, -0.5071, 4.2379], [-1.4417, -0.1524, 4.5826]],
  "lowdin_charge": [1.215, -0.060, -0.552, -0.051, -0.048, -0.003, -0.075, -0.115, 0.004, -0.609, 0.017, -0.108, -0.064, 0.002, -0.701, 0.634, -0.553, -0.054, -0.037, -0.059, 0.030, -0.124, -0.074, -0.003, -0.688, 0.645, -0.543, -0.084, -0.024, -0.029, -0.709, 0.679, 0.085, 0.083, 0.082, 0.084, 0.085, 0.016, 0.088, 0.020, 0.077, 0.103, 0.118, 0.122, 0.124, 0.106, 0.015, 0.083, 0.085, 0.024, 0.096, 0.087, 0.081, 0.086, 0.087, 0.119, 0.109, 0.055, 0.087, 0.035, 0.063, 0.075, 0.089, 0.093, 0.083, 0.074, 0.202, -0.450, 0.181, -0.452, 0.143, 0.178, -0.288, -0.014, -0.234, 0.000, -0.047, -0.030, -0.156, -0.107, 0.114, 0.050, 0.094, 0.094, 0.106, 0.110, 0.111, 0.071, -0.284, 0.456, -0.305, -0.337, -0.138, -0.123, -0.125, -0.139, -0.340, 0.396, -0.291, -0.289, 0.002, -0.021, 0.001, -0.005, -0.012, -0.017, 0.079, 0.085, 0.086, 0.082, 0.006, -0.011, -0.004, 0.000, 0.004, -0.012]
}



Question: Look up the multiplicity of the first one.
Answer: 1



Copy entry 1 word for word.
{
  "formula": "C6H13N2O",
  "method": "wB97M-V/def2-TZVPD",
  "multiplicity": 1,
  "lumo_energy_ev": -2.816,
  "e_homo_ev": -14.794,
  "charge": 1,
  "gap_ev": 11.98,
  "energy_ev": -11452.9344,
  "e_above_lowest_kcal_mol": 41.0,
  "symbols": ["C", "C", "C", "C", "C", "C", "N", "N", "O", "H", "H", "H", "H", "H", "H", "H", "H", "H", "H", "H", "H", "H"],
  "positions_angstrom": [[-0.9907, -3.0969, 2.2228], [0.9115, -1.2751, -0.9586], [1.8318, -0.1093, -0.7234], [-0.3648, -0.5332, -0.9502], [1.0899, 0.8258, 0.2697], [-1.3911, 1.2702, 0.4155], [-1.6740, -2.1585, 1.9661], [-0.3138, 0.2890, 0.3120], [-0.1680, -3.8646, 2.2745], [1.0732, -1.8578, -1.7798], [1.0908, -1.8742, -0.0382], [2.7788, -0.3904, -0.2958], [2.0588, 0.5270, -1.5545], [-0.4739, 0.2246, -1.8785], [-1.2778, -1.0858, -0.9122], [1.4784, 0.4646, 1.1517], [1.0550, 1.9738, 0.2190], [-2.3087, 0.6695, 0.4459], [-1.3627, 1.6406, 1.4589], [-1.3549, 2.0447, -0.3176], [-0.3571, -0.5557, 0.8870], [-2.6631, -1.9413, 2.2857]],
  "lowdin_charge": [-0.438, -0.134, -0.150, -0.142, -0.067, 0.010, 0.163, -0.163, 0.231, 0.106, 0.143, 0.122, 0.115, 0.201, 0.120, 0.099, 0.175, 0.110, 0.123, 0.107, 0.130, 0.140]
}